Entry 1:
Computed, not measured: a molecular structure, C30H54FeGeN2S, with the ωB97M-V functional and the def2-TZVPD basis.

Structure (XYZ):
```
89
Properties=species:S:1:pos:R:3:forces:R:3
Fe -0.94841 0.42427 -0.30011 -0.12 0.50 -0.57
C -3.15237 0.45137 0.45511 -0.02 -0.01 0.15
C -2.44305 -0.35457 1.37512 -0.08 0.03 -0.04
C -1.86718 -1.44486 0.59461 -0.05 -0.02 -0.03
C -2.34589 -1.26923 -0.75575 0.06 -0.08 0.06
C -3.13335 -0.11376 -0.85177 -0.03 -0.16 0.10
C -3.98949 0.34673 -2.01441 -0.01 0.07 0.02
C -5.45608 0.15972 -1.58362 0.02 0.00 -0.02
C -3.73640 -0.49499 -3.26435 0.02 -0.03 -0.03
C -3.75077 1.82924 -2.32876 0.00 -0.01 0.04
C -1.26913 -2.79825 0.99365 0.01 -0.02 0.08
C -0.15646 -2.70786 2.04181 0.03 0.02 -0.01
C -2.42234 -3.68850 1.49921 -0.03 0.00 0.01
C -0.68006 -3.52551 -0.22795 -0.05 0.03 -0.01
C -2.42531 0.00783 2.87202 0.13 0.02 0.01
C -2.79019 -1.19282 3.75523 -0.01 0.00 0.02
C -1.07241 0.57465 3.33094 -0.01 -0.07 0.03
C -3.46563 1.10648 3.15338 -0.02 -0.04 -0.06
H -3.67265 1.36088 0.70787 0.02 -0.03 0.01
H -2.13621 -1.94560 -1.56923 0.00 0.01 0.02
H -5.65146 -0.88398 -1.32732 -0.01 0.04 -0.01
H -6.12331 0.44408 -2.40106 0.03 -0.01 0.04
H -5.69782 0.77621 -0.71519 0.01 -0.02 -0.03
H -3.96012 -1.54919 -3.08035 0.02 0.06 -0.02
H -2.70480 -0.41136 -3.61614 -0.07 -0.01 0.04
H -4.39139 -0.15562 -4.06969 0.03 -0.02 0.02
H -3.91126 2.45854 -1.44797 0.02 -0.05 -0.05
H -4.44136 2.16418 -3.10590 0.02 -0.02 0.03
H -2.73181 1.97998 -2.69486 0.00 0.01 0.01
H -0.40365 -2.05602 2.87625 0.09 -0.10 -0.12
H 0.76764 -2.34239 1.58721 -0.01 0.02 0.02
H 0.04907 -3.70180 2.44645 0.00 0.02 -0.04
H -2.85118 -3.33908 2.43533 0.03 -0.04 -0.09
H -2.05317 -4.70548 1.65284 -0.01 0.03 0.00
H -3.22103 -3.72768 0.75436 0.03 -0.01 0.02
H 0.00345 -2.89549 -0.80044 -0.04 -0.03 0.02
H -1.45906 -3.88794 -0.90220 0.04 0.04 0.02
H -0.12417 -4.39912 0.11805 -0.01 0.03 -0.02
H -2.04689 -1.98925 3.71447 -0.19 0.14 0.05
H -3.76164 -1.60524 3.47455 0.02 0.01 0.02
H -2.85256 -0.86179 4.79335 -0.02 0.01 0.00
H -0.28050 -0.17245 3.32045 -0.06 0.07 0.00
H -1.16434 0.94365 4.35599 -0.01 -0.03 -0.05
H -0.76926 1.41209 2.69789 0.00 0.00 0.02
H -4.46795 0.80743 2.83719 0.04 0.03 0.01
H -3.20534 2.05122 2.66730 -0.01 -0.08 0.02
H -3.49493 1.29315 4.22755 0.00 -0.01 -0.02
S -0.17431 0.30882 -2.69267 0.02 0.03 0.36
C 0.91960 1.60831 -2.88680 0.22 -0.33 -0.26
N 0.46308 2.88066 -2.77677 -0.21 0.00 0.24
C 1.22963 3.95617 -3.00689 -0.04 0.36 0.04
C 2.52601 3.78081 -3.37906 0.14 0.20 -0.05
C 2.97225 2.45964 -3.46638 -0.10 -0.20 0.05
N 2.20174 1.41398 -3.22889 0.03 -0.06 0.02
H -0.48964 2.98828 -2.44282 0.01 0.02 -0.04
H 0.75698 4.92047 -2.87591 0.03 -0.02 -0.01
H 3.17629 4.61802 -3.58568 -0.06 -0.02 0.02
H 4.00200 2.24655 -3.73461 -0.03 -0.03 0.00
C 4.62601 -2.33380 -2.03425 -0.03 0.00 0.03
C 4.02326 -2.79264 -0.70926 0.02 0.04 -0.02
C 3.46845 -1.64257 0.13488 -0.11 -0.02 -0.01
C 2.28646 -0.93919 -0.54953 0.13 -0.04 -0.01
Ge 1.44567 0.42206 0.58561 0.07 -0.01 -0.01
C 2.33714 2.16061 0.41421 0.03 0.04 -0.01
C 3.86194 2.01366 0.46339 0.00 0.00 0.02
C 4.38274 1.56561 1.82638 0.06 -0.03 -0.02
C 5.89959 1.40544 1.84862 -0.06 0.02 -0.04
H 5.06588 -3.17229 -2.57444 0.00 0.01 0.01
H 5.41625 -1.59620 -1.86552 -0.03 -0.02 -0.01
H 3.87620 -1.88145 -2.68724 0.02 -0.01 0.02
H 4.78483 -3.31488 -0.12520 0.00 0.00 -0.01
H 3.22397 -3.51666 -0.89455 0.00 0.00 0.00
H 4.27387 -0.92994 0.33045 0.02 0.05 0.02
H 3.15849 -2.03190 1.11098 0.00 0.02 -0.03
H 1.53275 -1.67484 -0.82876 0.03 0.01 -0.01
H 2.59398 -0.44871 -1.47754 -0.05 -0.02 0.08
H 1.36615 -0.01081 2.05082 0.01 0.00 -0.03
H 1.99395 2.81616 1.21815 0.00 -0.02 -0.02
H 2.02480 2.61891 -0.52531 -0.01 0.03 -0.02
H 4.32298 2.97576 0.21852 0.00 0.01 -0.04
H 4.19278 1.31001 -0.31024 0.02 0.02 0.02
H 3.91430 0.61865 2.11278 -0.01 -0.04 0.00
H 4.07023 2.29309 2.58179 0.01 0.00 -0.01
H 6.22308 0.65565 1.12149 0.00 0.03 0.02
H 6.25532 1.09285 2.83056 -0.02 0.01 -0.02
H 6.39404 2.34681 1.59721 -0.01 -0.04 0.01
C -0.86817 2.42501 0.14283 0.15 -0.28 0.05
H -0.19252 3.03580 0.73281 -0.11 -0.04 -0.04
H -1.67579 2.97622 -0.34430 0.08 0.02 0.00
```
Forces are in eV/Å.

Results
Spin multiplicity: 6
Relative energy (zero: lowest compared OMol25 entry of this formula, charge and spin): 51.06 kcal/mol
E_HOMO (alpha / beta): -10.48 / -11.16 eV
LUMO (alpha / beta): -0.139 / -0.147 Eh
Molecular weight: 603.298 g mol⁻¹
Calculated total energy: -5023.4929 hartree
Frontier orbital gap (alpha / beta): 6.711 / 7.155 eV
Net charge: +1

Here are the Mulliken charges for atoms 1 to 6, given in e:
1 Fe 0.124
2 C -0.027
3 C -0.076
4 C -0.489
5 C -0.111
6 C -0.031

Entry 2:
Computed, not measured: a molecular structure, C30H54N7OP2Tc at a distorted geometry, with the ωB97M-V functional and the def2-TZVPD basis.

Structure (XYZ):
```
95
Properties=species:S:1:pos:R:3:forces:R:3
C 1.44256 0.97344 -2.52487 -0.40 -0.20 0.24
C -0.63690 1.84554 -1.79352 0.90 0.54 0.18
C 1.35779 1.70933 -3.70752 0.04 0.73 -0.20
C -0.69309 2.68858 -2.93503 -0.04 -0.38 -0.10
C 0.32427 2.64823 -3.88371 0.33 -0.75 -0.27
H 2.17325 1.57382 -4.43047 -0.64 0.11 0.10
H -1.56487 3.32332 -3.09687 0.20 -0.24 0.08
H 0.25276 3.21725 -4.82195 0.11 -0.10 0.65
N 0.56141 1.17938 -1.51729 -0.84 -0.80 -0.84
P 2.85408 -0.43797 -0.57215 1.49 -0.69 -1.84
P -2.14719 1.21511 0.69311 -1.91 0.80 0.39
C 2.47105 -0.13908 -2.39320 -0.18 0.42 0.23
H 2.13249 -1.09496 -2.85236 -0.16 0.83 0.29
H 3.37071 0.16955 -2.95078 -0.27 -0.27 0.36
C -1.81797 1.70761 -0.99068 0.83 2.51 0.07
H -2.58144 2.44680 -1.30599 0.23 -0.66 -0.01
C -4.08179 0.80772 0.47289 0.32 -0.64 -0.34
C -2.11053 2.41324 2.23767 0.74 0.32 0.58
C 3.15599 -2.32263 -0.41075 -0.11 0.12 0.18
C 4.47255 0.55045 -0.48834 -0.04 0.20 0.70
C -4.18411 -0.52700 1.23294 -0.27 -0.31 0.17
H -4.19228 -0.38144 2.31904 0.03 -0.03 -0.24
H -5.11628 -1.05231 0.97665 0.19 0.20 0.03
H -3.34855 -1.20372 0.99643 -0.28 0.14 0.02
C -5.13273 1.82908 0.93664 0.03 0.30 0.29
H -5.10371 2.09336 1.99592 -0.08 -0.03 -0.34
H -5.08443 2.74377 0.32867 -0.08 -0.27 0.25
H -6.12389 1.37938 0.75115 0.39 0.02 0.00
C -4.40902 0.62944 -1.02481 0.28 -0.26 -0.38
H -5.30281 -0.00743 -1.14062 0.33 0.25 0.22
H -4.65102 1.59066 -1.51159 0.22 -0.38 0.19
H -3.57993 0.15761 -1.58755 -0.85 0.35 0.18
C -2.87499 1.73964 3.39058 -0.32 -0.38 -0.23
H -2.36845 0.80604 3.68331 -0.12 0.29 0.01
H -2.86574 2.41294 4.26124 0.08 -0.11 -0.33
H -3.91749 1.49890 3.17389 0.36 0.12 0.17
C -0.70585 2.64968 2.78198 0.41 -0.01 -0.13
H -0.21840 1.71892 3.08619 -0.16 0.22 -0.03
H -0.05428 3.17264 2.07880 -0.21 0.04 0.07
H -0.77741 3.27399 3.68852 -0.08 -0.16 -0.37
C -2.65545 3.74953 1.72639 -0.47 0.02 -0.40
H -3.72580 3.70105 1.49107 0.48 0.19 0.11
H -2.50546 4.51730 2.50458 0.00 -0.29 -0.25
H -2.10150 4.05381 0.82139 -0.19 0.13 0.39
C 4.96694 0.48970 0.96224 0.19 0.14 0.24
H 5.90947 1.05050 1.02794 -0.20 -0.13 0.07
H 4.25700 0.95488 1.65682 0.19 -0.10 -0.10
H 5.17238 -0.53270 1.30459 -0.04 0.21 -0.13
C 4.18765 2.01345 -0.87809 -0.18 -0.07 0.12
H 3.84663 2.09054 -1.91785 0.14 0.13 0.19
H 3.45919 2.48920 -0.21548 0.15 0.01 -0.24
H 5.13361 2.56765 -0.78753 -0.33 -0.11 -0.05
C 5.58779 0.05356 -1.43212 0.08 -0.25 0.02
H 6.34097 0.85425 -1.49811 -0.30 -0.20 0.02
H 6.10717 -0.83227 -1.05350 -0.20 0.32 -0.18
H 5.23263 -0.14309 -2.44986 0.21 -0.01 0.16
C 2.25926 -3.05629 -1.41837 -0.08 -0.04 0.03
H 2.67049 -3.01103 -2.43589 -0.13 -0.08 0.25
H 2.19567 -4.11680 -1.13037 0.07 0.30 -0.09
H 1.23786 -2.65441 -1.42544 0.20 -0.09 0.02
C 2.75638 -2.72480 1.01216 -0.11 -0.04 0.23
H 1.70058 -2.52726 1.22242 0.12 -0.11 -0.13
H 2.91805 -3.80271 1.12940 0.00 0.18 0.01
H 3.35345 -2.21146 1.77447 -0.03 -0.05 -0.10
C 4.60302 -2.76639 -0.62703 0.20 -0.10 -0.10
H 4.95961 -2.54620 -1.63888 -0.03 -0.05 0.25
H 5.28898 -2.34253 0.11660 -0.18 -0.13 -0.25
H 4.63407 -3.86016 -0.50357 -0.05 0.28 -0.04
Tc 0.73806 0.06821 0.26976 -0.43 1.26 1.24
C 1.62419 1.47981 1.23582 3.44 4.02 1.57
O 2.19321 2.37557 1.75663 -2.61 -3.72 -2.07
N -0.78641 -0.85463 -0.63414 -4.35 0.07 -2.50
C -1.81685 -0.81040 -1.28763 4.70 -3.71 1.90
C -2.41950 -2.14832 -1.95456 -1.93 0.18 -0.90
C -3.62965 -1.96395 -2.86007 -0.88 0.23 -0.51
C -1.31313 -2.69916 -2.83207 1.16 0.34 -0.02
C -2.82581 -3.10140 -0.83784 -0.16 -0.08 0.86
H -4.57790 -1.75055 -2.33824 0.58 0.04 -0.09
H -3.47868 -1.21046 -3.64316 0.04 -0.08 0.18
H -3.82213 -2.91132 -3.39552 0.25 0.31 0.32
H -0.49248 -3.07571 -2.22219 -0.06 -0.11 -0.05
H -1.68429 -3.50702 -3.47001 -0.06 0.19 0.23
H -0.90266 -1.91086 -3.47547 -0.12 -0.21 -0.06
H -2.72746 -4.14478 -1.16686 0.03 0.33 -0.07
H -2.19779 -2.95081 0.04213 0.05 -0.33 -0.03
H -3.87304 -2.95870 -0.52085 0.46 0.01 -0.21
N 1.07375 -0.28721 5.60919 0.29 -0.11 -0.29
N 0.93018 -0.83612 4.35246 -2.41 1.79 -1.49
N -0.07060 -1.73372 4.15617 1.65 0.46 -0.44
C -0.25275 -1.65349 2.85349 0.12 0.32 -0.02
N 0.50976 -0.67980 2.27443 -0.14 -0.15 1.34
N 1.18427 -0.06527 3.27072 -0.16 -2.98 0.87
H 1.98601 0.14142 5.67947 0.21 -0.02 0.22
H 0.88650 -0.98534 6.31998 0.12 -0.14 -0.03
H -0.96920 -2.28220 2.33481 0.28 0.15 -0.02
```
Forces are in eV/Å.

Results
Spin multiplicity: 4
Relative energy (zero: lowest compared OMol25 entry of this formula, charge and spin): 23.72 kcal/mol
E_HOMO (alpha / beta): -16.74 / -17.15 eV
LUMO (alpha / beta): -0.366 / -0.419 Eh
Molecular weight: 688.758 g mol⁻¹
Calculated total energy: -2396.4245 hartree
Frontier orbital gap (alpha / beta): 6.792 / 5.745 eV
Net charge: +3

Here are the Mulliken charges for atoms 1 to 6, given in e:
1 C -0.017
2 C 0.169
3 C -0.788
4 C -1.219
5 C -0.988
6 H 0.559